No. 1
{"formula": "OS", "method": "ωB97M-V/def2-TZVPD", "de_lowest_kcal_mol": 1.14, "spin_multiplicity": 1, "symbols": ["O", "S"], "xyz": [[0.44, 0.62, -0.03], [-0.44, -0.62, 0.03]]}

=====

No. 2
{"formula": "C41H30ClHfN9O6", "method": "ωB97M-V/def2-TZVPD", "de_lowest_kcal_mol": 25.09, "spin_multiplicity": 1, "symbols": ["C", "H", "H", "H", "O", "C", "C", "C", "C", "C", "H", "H", "H", "C", "Hf", "C", "C", "C", "H", "C", "N", "H", "C", "C", "H", "C", "C", "H", "O", "C", "H", "N", "O", "N", "C", "H", "C", "H", "C", "H", "C", "Cl", "C", "N", "C", "H", "N", "H", "C", "C", "H", "N", "C", "O", "C", "H", "H", "H", "C", "H", "C", "H", "C", "C", "C", "H", "H", "O", "C", "C", "C", "C", "C", "C", "N", "H", "O", "C", "H", "C", "C", "H", "C", "N", "H", "H", "N", "H"], "xyz": [[-0.93, 2.94, -2.36], [0.22, 1.99, -5.86], [2.37, 1.31, 2.13], [-1.72, -2.58, -0.87], [-3.32, 3.49, -5.72], [3.58, -1.82, 5.11], [-2.16, 0.17, -0.06], [2.18, -2.04, -1.90], [0.48, 1.78, -3.75], [1.56, 0.76, -3.82], [-1.20, -0.13, -3.13], [-3.24, -1.80, 2.34], [2.48, -2.69, 6.73], [-3.14, -0.10, -2.06], [0.98, 0.56, -0.76], [1.71, 3.08, -0.02], [3.77, -0.88, 1.65], [-5.51, 0.32, 3.70], [5.28, -0.51, 3.09], [-3.40, 0.03, -0.72], [1.04, -1.91, -1.24], [1.73, 4.97, 0.96], [-5.00, 1.53, 3.23], [2.42, 4.34, 0.41], [0.52, -3.28, 5.37], [-1.75, -0.05, -2.20], [-3.21, 0.34, 2.14], [-5.50, 2.45, 3.48], [1.87, 0.32, -2.61], [1.31, -2.51, 3.54], [-5.29, -1.82, 3.74], [2.04, -2.67, -3.07], [-1.41, 3.85, -6.94], [4.39, -0.91, 2.87], [3.52, -1.54, 3.75], [-3.85, -0.21, -2.87], [-3.85, 1.53, 2.46], [-1.46, 0.92, 4.05], [1.32, 1.12, 2.33], [0.45, -2.77, 2.93], [-2.09, 3.54, -5.95], [3.83, 4.00, 1.47], [3.51, -1.64, -1.36], [2.61, -1.45, 1.65], [-1.64, 3.43, -3.43], [-1.21, 3.20, -1.34], [-7.66, 0.30, 5.16], [4.26, -1.70, -2.16], [4.34, -0.19, 0.44], [-1.97, 0.35, 1.30], [4.47, 0.87, 0.63], [3.47, -0.31, -0.74], [0.10, -2.57, -2.04], [0.49, 2.98, 0.07], [0.70, -3.02, -3.21], [2.74, -2.70, -3.79], [0.51, -4.01, -5.12], [-3.44, 2.47, 2.10], [-0.65, 0.92, 3.34], [3.77, -2.37, -0.60], [-6.71, 0.31, 4.51], [2.79, 4.86, -0.47], [-1.23, -2.88, -1.79], [1.36, -2.79, 4.89], [0.02, -3.70, -4.21], [1.13, 1.58, 4.49], [-2.52, 4.04, -3.29], [2.42, 2.09, -0.47], [-1.32, -3.97, -3.97], [-1.26, 3.09, -4.73], [-4.88, -0.88, 3.38], [-3.73, -0.87, 2.60], [0.67, 1.26, 3.56], [-0.77, 0.59, 1.97], [0.11, 2.10, -2.49], [-1.90, -4.49, -4.72], [2.06, 0.35, -4.83], [2.48, -2.45, 5.67], [-2.97, -3.82, -2.60], [-1.93, -3.58, -2.76], [2.41, -1.87, 2.97], [4.45, -1.55, 5.71], [-0.14, 2.27, -4.88], [0.49, 0.70, 1.37], [-4.37, 0.03, -0.23], [3.72, 0.39, -1.41], [-1.14, 0.12, -1.02], [5.34, -0.61, 0.25]]}

=====

Going through the records in order, we get E values of -473.33114 -3033.13984 Ha.
Going through the records in order, we get highest occupied orbital energy values of -8.9 -7.4 eV.
Going through the records in order, we get frontier orbital gap values of 6.42 5.64 eV.